{"formula": "C52H129N10O23", "method": "wB97M-V/def2-TZVPD", "total_charge": 5, "energy_ha": -4334.76505, "e_homo_ev": -14.64, "species": ["C", "C", "O", "N", "H", "H", "C", "H", "H", "H", "H", "H", "H", "C", "C", "O", "N", "H", "H", "C", "H", "H", "H", "H", "H", "H", "C", "C", "O", "N", "H", "H", "C", "H", "H", "H", "H", "H", "H", "C", "C", "C", "N", "C", "C", "C", "C", "C", "C", "H", "H", "H", "H", "H", "H", "H", "H", "H", "H", "H", "H", "H", "H", "H", "H", "H", "H", "H", "H", "C", "C", "C", "N", "C", "C", "C", "C", "C", "C", "H", "H", "H", "H", "H", "H", "H", "H", "H", "H", "H", "H", "H", "H", "H", "H", "H", "H", "H", "H", "C", "C", "C", "O", "C", "N", "H", "H", "H", "H", "H", "H", "H", "H", "H", "H", "H", "H", "C", "C", "C", "O", "C", "N", "H", "H", "H", "H", "H", "H", "H", "H", "H", "H", "H", "H", "C", "C", "C", "O", "C", "N", "H", "H", "H", "H", "H", "H", "H", "H", "H", "H", "H", "H", "C", "C", "C", "O", "C", "N", "H", "H", "H", "H", "H", "H", "H", "H", "H", "H", "H", "H", "C", "C", "C", "O", "C", "N", "H", "H", "H", "H", "H", "H", "H", "H", "H", "H", "H", "H", "O", "C", "O", "O", "H", "O", "C", "O", "O", "H", "O", "C", "O", "O", "H", "O", "C", "O", "O", "H", "O", "C", "O", "O", "H"], "coordinates": [[-15.872, -14.604, -4.053], [-16.037, -13.055, -3.998], [-17.031, -12.406, -4.395], [-14.811, -12.284, -3.497], [-13.933, -12.633, -3.856], [-14.844, -11.320, -3.797], [-14.660, -12.457, -1.984], [-15.951, -14.974, -3.031], [-14.885, -15.029, -4.233], [-16.536, -15.224, -4.655], [-13.685, -12.021, -1.766], [-14.710, -13.529, -1.793], [-15.385, -11.917, -1.376], [-20.507, -23.398, -3.441], [-21.659, -23.183, -2.388], [-21.652, -23.498, -1.198], [-22.857, -22.405, -2.975], [-22.606, -21.432, -2.876], [-22.745, -22.513, -3.973], [-24.293, -22.768, -2.410], [-20.587, -22.548, -4.119], [-20.601, -24.364, -3.938], [-19.542, -23.328, -2.940], [-24.329, -22.488, -1.357], [-24.355, -23.831, -2.641], [-25.001, -22.132, -2.942], [-12.845, -21.257, -4.116], [-12.422, -19.774, -3.940], [-11.277, -19.413, -4.006], [-13.584, -18.733, -4.022], [-14.460, -19.212, -3.869], [-13.416, -17.969, -3.382], [-13.531, -18.190, -5.464], [-12.339, -21.676, -4.986], [-13.914, -21.318, -4.317], [-12.615, -21.893, -3.261], [-12.576, -18.362, -5.962], [-13.932, -17.181, -5.366], [-14.333, -18.713, -5.985], [-19.675, -23.662, -14.510], [-19.847, -22.994, -13.118], [-20.262, -21.472, -13.286], [-20.545, -20.719, -11.975], [-20.726, -19.217, -12.434], [-21.152, -18.418, -11.208], [-22.407, -18.928, -10.615], [-22.254, -20.381, -10.161], [-21.762, -21.334, -11.272], [-19.351, -20.974, -10.965], [-18.949, -24.475, -14.538], [-19.209, -23.145, -15.349], [-20.643, -24.031, -14.847], [-18.891, -23.102, -12.604], [-20.556, -23.531, -12.489], [-21.128, -21.321, -13.931], [-19.448, -20.887, -13.713], [-21.580, -19.269, -13.109], [-19.820, -18.880, -12.938], [-21.124, -17.357, -11.455], [-20.539, -18.323, -10.312], [-23.285, -18.854, -11.257], [-22.628, -18.332, -9.730], [-23.215, -20.769, -9.823], [-21.587, -20.490, -9.307], [-22.539, -21.415, -12.032], [-21.415, -22.257, -10.809], [-18.433, -21.067, -11.545], [-19.511, -21.968, -10.549], [-19.154, -20.144, -10.287], [-20.083, -15.217, -9.497], [-21.467, -15.171, -8.901], [-21.530, -15.246, -7.347], [-22.972, -15.413, -6.758], [-22.997, -15.072, -5.254], [-22.972, -13.531, -5.116], [-24.118, -12.769, -5.849], [-24.132, -13.171, -7.334], [-24.139, -14.677, -7.482], [-23.299, -16.904, -6.848], [-19.390, -14.551, -8.982], [-20.149, -15.091, -10.578], [-19.500, -16.115, -9.293], [-22.019, -16.062, -9.200], [-22.068, -14.330, -9.248], [-20.964, -14.432, -6.894], [-21.030, -16.134, -6.960], [-22.038, -15.456, -4.905], [-23.865, -15.568, -4.821], [-22.034, -13.103, -5.469], [-22.962, -13.204, -4.076], [-24.019, -11.683, -5.841], [-25.087, -13.043, -5.433], [-23.439, -12.630, -7.978], [-25.046, -12.914, -7.870], [-24.097, -14.866, -8.555], [-25.013, -15.067, -6.960], [-23.357, -17.229, -7.887], [-24.294, -17.120, -6.458], [-22.555, -17.430, -6.250], [-17.288, -12.126, -8.016], [-16.251, -13.153, -7.678], [-16.074, -14.076, -8.904], [-14.801, -14.824, -8.835], [-14.803, -16.127, -8.229], [-14.962, -12.325, -7.378], [-14.884, -11.635, -6.645], [-14.275, -13.046, -7.210], [-14.423, -11.996, -8.166], [-17.037, -11.437, -8.823], [-17.581, -11.602, -7.106], [-18.233, -12.531, -8.378], [-16.498, -13.754, -6.803], [-15.996, -13.584, -9.874], [-16.932, -14.747, -8.929], [-15.509, -16.892, -8.554], [-15.034, -15.993, -7.172], [-13.777, -16.496, -8.257], [-15.466, -23.540, -8.602], [-15.793, -23.568, -7.069], [-14.672, -24.264, -6.179], [-14.751, -24.046, -4.713], [-15.928, -24.497, -4.071], [-15.847, -22.152, -6.597], [-16.457, -21.547, -7.128], [-16.071, -22.057, -5.616], [-14.954, -21.758, -6.854], [-14.895, -22.713, -9.023], [-16.404, -23.505, -9.156], [-14.886, -24.415, -8.896], [-16.770, -24.040, -6.960], [-13.656, -23.931, -6.391], [-14.640, -25.332, -6.390], [-15.861, -25.579, -4.182], [-16.856, -24.036, -4.409], [-15.683, -24.229, -3.043], [-22.106, -24.772, -7.890], [-23.322, -24.395, -8.761], [-23.089, -24.980, -10.158], [-24.325, -25.013, -10.927], [-24.802, -23.763, -11.386], [-24.675, -24.898, -8.167], [-25.266, -24.930, -8.984], [-24.591, -25.820, -7.763], [-25.030, -24.291, -7.441], [-22.253, -24.243, -6.949], [-21.160, -24.559, -8.389], [-22.064, -25.841, -7.679], [-23.465, -23.326, -8.925], [-22.956, -26.050, -9.998], [-22.255, -24.486, -10.657], [-24.047, -23.441, -12.103], [-24.944, -22.952, -10.672], [-25.811, -23.857, -11.788], [-15.131, -19.490, 0.442], [-16.525, -18.918, -0.065], [-17.669, -19.628, 0.638], [-18.938, -19.005, 0.519], [-19.696, -19.338, -0.644], [-16.559, -17.461, 0.258], [-15.683, -17.038, -0.016], [-17.241, -16.978, -0.309], [-16.746, -17.275, 1.232], [-15.228, -20.574, 0.499], [-14.805, -19.101, 1.407], [-14.384, -19.227, -0.307], [-16.674, -18.860, -1.143], [-17.413, -19.752, 1.690], [-17.645, -20.657, 0.281], [-19.101, -19.222, -1.550], [-20.593, -18.753, -0.848], [-20.136, -20.332, -0.568], [-17.686, -17.999, -6.374], [-19.003, -18.625, -5.927], [-19.604, -19.784, -6.803], [-18.684, -20.896, -6.904], [-19.351, -22.131, -7.290], [-18.909, -19.127, -4.502], [-18.240, -19.882, -4.551], [-18.578, -18.385, -3.901], [-19.774, -19.530, -4.171], [-17.813, -17.496, -7.332], [-16.999, -18.827, -6.550], [-17.101, -17.327, -5.745], [-19.793, -17.875, -5.892], [-19.675, -19.392, -7.818], [-20.651, -19.915, -6.529], [-18.631, -22.949, -7.316], [-19.699, -22.217, -8.320], [-20.096, -22.265, -6.507], [-24.234, -20.650, -6.626], [-24.475, -21.954, -6.426], [-23.720, -22.618, -5.719], [-25.473, -22.424, -6.842], [-23.484, -20.607, -6.029], [-19.336, -14.942, -4.093], [-19.377, -15.919, -3.190], [-20.462, -16.269, -2.639], [-18.344, -16.538, -3.153], [-18.438, -15.264, -4.198], [-15.591, -21.723, -2.558], [-16.363, -21.075, -3.312], [-16.131, -19.900, -3.584], [-17.397, -21.634, -3.700], [-16.147, -22.475, -2.339], [-18.655, -24.519, -10.561], [-18.541, -25.535, -9.679], [-18.512, -26.654, -10.157], [-18.579, -25.391, -8.465], [-18.749, -25.108, -11.314], [-22.782, -17.639, -3.253], [-22.725, -18.951, -3.316], [-21.612, -19.535, -3.374], [-23.764, -19.650, -3.334], [-21.830, -17.518, -3.213]], "atomic_forces_ev_per_a": [[0.6401, 0.4114, 1.1144], [-3.7045, 0.8431, -3.0219], [4.7598, -2.6163, 1.9491], [-0.9225, -0.7531, 0.9006], [0.2636, -0.5639, -0.4499], [-0.5448, 0.7812, 0.2418], [0.5325, 0.4925, 0.2617], [-0.8221, 0.0675, 0.2507], [0.6120, 0.9199, -0.5727], [-0.4647, 0.8640, 0.0452], [0.0395, -0.3435, 0.2537], [0.2169, 0.2479, 0.0759], [-0.3456, 0.0096, -0.5830], [-1.1462, 0.7638, 1.4017], [0.2809, -0.7401, 2.6998], [-0.1119, 1.0428, -4.0284], [0.5001, -1.6710, 1.5805], [-0.3548, 1.4889, 0.3627], [-1.2163, -0.2970, -1.2221], [1.7816, 0.6690, -0.9099], [0.0841, -0.2339, -0.3716], [-0.1757, 0.1276, -0.0764], [-0.1683, -0.1454, 0.1189], [0.2948, -0.4211, -0.1170], [-0.5009, 0.2317, 0.3523], [0.2048, -0.2768, -0.2292], [-0.7529, 1.1436, -0.1437], [2.5311, -1.8516, -0.8744], [-2.6434, 0.3216, 0.6239], [2.6582, -0.0944, -1.6651], [-1.8563, -0.5868, 0.7099], [0.0926, -0.0338, 0.3830], [-1.7202, -0.3700, 0.9072], [0.3957, 0.2450, 0.1062], [0.0103, -0.1074, 0.2799], [0.0608, 0.2880, 0.1177], [-0.0082, 0.4920, 0.4177], [0.7696, 0.1994, -0.4471], [0.2012, -0.2428, -0.1472], [-0.2766, -0.5184, -0.2028], [0.5108, 1.1567, -0.9875], [0.8700, -1.0024, 0.7393], [1.2745, -0.4699, 0.3439], [-0.2270, -1.5148, 2.2406], [0.8013, 1.2308, -0.1872], [-1.3978, -0.4829, 0.5809], [0.0105, -0.6210, -0.3338], [-0.0077, 2.0346, 0.0682], [-0.0680, 0.3192, -1.9716], [-0.4047, -0.5406, 0.9050], [-0.4149, 1.2598, 0.3102], [0.1606, -0.1051, -0.1776], [-0.0243, 0.4758, 0.1333], [-0.2041, -0.0636, -0.3073], [-0.1339, -0.2463, 0.1433], [0.1366, -0.3336, -0.2256], [0.1901, 0.1696, -0.2147], [-0.0727, -0.2306, 0.1153], [-0.8055, 0.1193, -0.5621], [1.3208, -0.8622, -0.3198], [0.0308, 0.0794, -0.2494], [-0.2116, 0.0129, 0.0388], [-0.0670, 0.0292, 0.0745], [0.1568, 0.2576, 0.1442], [0.0821, -0.4875, 0.0124], [-0.4055, -0.1474, -0.5727], [-0.1196, 0.0608, -0.3076], [0.0224, 0.3165, 0.3610], [-0.7753, -0.2095, 0.1732], [0.6446, -0.1262, 0.5489], [-1.1239, -1.0053, 1.4287], [-0.4097, 0.0838, -0.1432], [-0.2541, -0.6975, -0.7040], [0.8169, 1.6321, -1.1199], [-0.6309, 0.9292, -0.0182], [0.2170, -0.6717, -0.9200], [-0.4819, -0.1957, 0.0972], [1.3366, 0.4973, 0.2845], [-0.1318, 0.4134, -0.0497], [-0.2586, 1.0708, -0.4765], [0.3840, 0.3377, 0.1527], [-0.6576, -0.8637, -0.1588], [-0.0505, -0.0439, -0.5216], [0.3662, 0.1835, -0.0527], [-0.6779, 0.3939, 0.1751], [0.0919, -0.1701, -0.2687], [-0.3407, -0.3118, 0.5398], [0.2061, 0.0549, 0.0766], [0.2721, -0.3432, -0.3039], [-0.2230, -0.5506, 0.2136], [0.1497, -0.1004, 0.6123], [-0.0083, 0.1155, 0.2087], [0.8176, -0.3035, 0.3224], [-0.5114, 0.2832, 0.4875], [-0.1863, -0.8323, 0.2453], [-0.1022, -0.1610, -0.4464], [0.4583, 0.1096, 0.0059], [0.1185, 0.2952, 0.3349], [-0.1287, -0.1371, -0.1347], [-1.5447, 0.4084, 0.4964], [-0.3194, 1.0452, -1.7504], [2.2538, -1.1438, 0.4718], [-1.1886, -0.0468, -0.0296], [0.1718, 0.8990, 0.9871], [1.1387, -2.4267, -0.4746], [-0.8021, 0.3439, 0.1616], [0.5080, -0.8456, 0.9609], [-0.7570, 1.1224, -1.3273], [0.5791, 0.0657, 0.2225], [0.1005, 0.4313, -0.1192], [0.0813, -0.5870, 0.1024], [0.2880, 0.3175, 0.1708], [-0.2149, 0.4650, 0.2622], [-0.0626, -0.0276, 0.0591], [-0.0743, 0.3449, -0.8645], [-0.1118, -0.0351, 0.5272], [-0.1101, 0.0069, -0.4077], [-0.3427, -0.3442, 0.4113], [1.6255, -0.8102, -0.4298], [-0.4817, -0.0179, 1.1197], [0.1350, 1.4856, -2.8451], [1.1813, -0.8668, 0.2085], [0.1682, 0.4259, -0.8342], [-1.2322, -0.1444, -0.1489], [-0.1451, 0.0188, 0.7966], [0.7586, 0.0145, 0.6157], [0.3604, 0.4743, 0.7396], [-0.1027, -0.4767, 0.0058], [-0.3754, -0.2237, 0.0724], [-0.0142, -0.0162, 0.2073], [-0.1251, 0.4380, -0.3900], [-0.4518, -0.1080, -0.0487], [-0.9691, -0.1526, 0.2828], [-0.0124, -0.1152, -0.0558], [-0.6280, -0.3563, 0.1592], [-1.1908, 0.4391, 0.2961], [0.5077, -0.2973, -0.1927], [-2.7027, -1.2790, 0.3977], [0.2848, 0.3916, 1.0716], [0.3979, 0.2444, -0.4295], [2.2335, -0.0453, -1.1586], [-0.8101, -0.1882, -0.2045], [0.1320, -0.5374, -0.0947], [-0.4698, 1.4442, 0.6166], [0.5287, 0.0775, 0.1183], [0.0315, 0.2784, 0.0602], [-0.2124, -0.1133, -0.1387], [-0.0325, 0.1399, 0.7647], [0.8298, 0.0036, -0.4070], [0.0156, -0.0738, -0.0947], [-0.4185, 0.4423, -0.5639], [0.3950, -0.1053, 0.8233], [0.3449, -0.4835, -0.4955], [-1.3294, 0.3878, -1.3302], [0.8367, -0.4086, 0.6901], [-0.6870, -0.3257, -0.1359], [0.5375, 0.4132, 0.0701], [-0.3534, -0.6104, -0.6021], [0.0745, 0.6076, -0.1709], [0.5330, 0.0722, 0.3556], [-1.0002, 0.0321, -0.0521], [-0.1199, 0.1345, 0.6021], [0.2229, 0.0782, 0.0103], [-0.3412, 0.0368, 0.0701], [0.2234, -0.2019, 0.0699], [0.3589, -0.8401, -0.1660], [-0.2272, 0.4394, 0.2910], [-0.2919, -0.1683, -0.3552], [0.2320, -0.2451, -0.1284], [0.3799, 0.8301, 0.8083], [0.5602, -0.4189, 0.0357], [0.4832, -1.0555, -0.8503], [-1.2836, -0.2455, 0.8648], [1.9938, 1.1405, -0.9443], [-0.8949, 0.5173, 0.0661], [0.4825, -0.1368, 0.7272], [0.7876, -0.1004, -2.0811], [0.7873, -0.7929, 0.7536], [0.0749, 0.5818, 0.7951], [-1.5272, 0.1612, 0.6328], [-0.1888, -0.0263, -0.0818], [0.1860, -0.1518, -0.2020], [-0.7940, 0.0897, 0.6729], [-0.0153, 0.1833, -0.0792], [-0.1051, 0.3861, -0.3074], [0.1433, -1.0140, 0.6706], [0.1483, -0.0285, 0.5963], [-0.5604, 0.8584, 0.0074], [-0.3238, -0.6190, -0.5367], [1.1371, 1.0865, -0.1838], [-0.1756, -0.2601, 1.1503], [4.0845, -0.6847, 2.0720], [-4.7244, -1.6495, -3.5203], [0.4418, 1.0612, 0.3897], [-0.2298, 1.7805, -0.8249], [-8.3891, -1.8616, 2.4157], [1.8325, 1.4208, -0.9178], [5.9031, -3.0262, 0.8129], [1.3324, 1.4090, -1.9066], [3.0438, -1.7416, 3.0768], [-3.8898, 0.8569, -1.8282], [2.4518, 3.7100, -1.0322], [-1.2818, -0.9793, -1.0043], [0.3213, -0.9392, 0.3696], [-0.1859, 2.1793, -0.5719], [-0.4531, -3.4592, 1.6129], [0.2737, -1.2994, -2.4843], [0.3142, 3.4920, 2.9273], [0.0726, 0.0679, -1.0875], [0.3189, 0.6082, -0.2826], [-3.5445, -4.1332, -0.2689], [3.2144, 0.1094, -0.3452], [0.0741, 1.1899, 0.0589], [0.7823, 1.7270, 0.4464]], "mulliken_charge": [-0.327, 0.352, -0.412, -0.088, 0.432, 0.434, -0.829, 0.547, 0.584, -0.666, 0.402, 0.359, 0.354, -0.227, 0.637, -0.529, 1.002, -0.285, -0.086, -0.735, -0.246, 0.500, 0.118, 0.327, 0.359, 0.278, 0.128, 0.342, -0.425, 0.783, -0.360, 0.416, -0.264, 0.394, -0.576, 0.354, 0.392, -0.029, 0.135, -1.544, 0.612, -0.820, 0.332, -0.896, 0.562, 0.205, 0.566, -0.578, -0.667, 0.410, 0.379, 0.391, 0.167, -0.285, 0.434, 0.541, 0.408, 0.466, 0.518, -0.614, 0.390, -0.909, 0.633, -0.771, 0.405, 0.158, 0.420, 0.307, -0.008, -0.958, -0.078, 0.441, 0.430, -0.348, -0.733, -0.864, -0.727, -0.522, -1.623, -0.174, 0.482, 0.157, 0.057, 0.224, 0.392, -0.366, 0.101, 0.590, 0.137, 0.618, 0.399, 0.347, 0.273, 0.472, 0.389, 0.451, 0.416, 0.586, 0.281, -1.437, 1.534, -0.726, -0.455, -0.432, -0.191, 0.288, 0.375, 0.368, 0.458, 0.396, 0.233, -0.824, 0.457, 0.244, 0.336, -0.021, 0.414, -1.409, 0.401, -1.073, -0.272, -0.486, 0.865, 0.139, -0.655, 0.537, 0.304, 0.217, 0.440, 0.325, 0.314, 0.535, 0.478, 0.126, 0.139, -0.706, 0.181, -0.257, -0.481, -0.550, 0.119, 0.394, 0.417, 0.254, 0.037, -0.009, 0.441, -0.103, 0.537, -0.119, 0.206, 0.207, 0.385, -1.398, 0.898, -0.977, -0.441, -0.307, -0.028, 0.366, 0.203, 0.392, 0.381, 0.469, 0.303, -0.424, 0.493, 0.433, -0.114, 0.234, 0.394, -0.446, 0.759, -0.578, 0.216, 1.059, 4.058, -0.894, -0.698, -0.813, 0.260, -0.024, -0.277, -0.304, -0.427, 0.687, -0.383, -0.858, 0.018, -0.409, 0.687, -0.756, -0.806, 0.133, -0.327, 0.500, -0.812, -0.386, -0.171, -0.490, 0.233, -1.007, -0.443, 0.395, -0.183, 0.587, -0.756, -0.625, 0.165, -0.447, 0.512, -0.644, -0.757, 0.072]}